C4H9NOS | ωB97M-V with the def2-TZVPD basis set

Last column: natural (NBO) charge in e.
Positions of all 16 atoms, in Å:
C (1.362, 0.342, -1.027)  -0.008
C (0.309, -0.420, 0.021)  0.045
C (-0.936, -0.580, -0.692)  -0.621
C (0.187, 0.588, 1.317)  -0.670
N (0.842, -1.589, 0.370)  -0.471
O (2.384, 0.785, -0.275)  -0.560
S (3.660, -0.147, 0.072)  0.164
H (1.670, -0.427, -1.780)  0.204
H (0.637, 0.994, -1.504)  0.217
H (-0.831, -1.062, -1.679)  0.229
H (-1.379, 0.396, -0.910)  0.212
H (-1.826, -1.068, -0.121)  0.241
H (-0.404, 1.514, 1.226)  0.216
H (1.182, 0.883, 1.670)  0.233
H (-0.109, 0.133, 2.296)  0.221
H (1.289, -1.535, 1.339)  0.349

## Properties
- E_HOMO (spin up / spin down) (eV) = -8.42 / -8.42
- ΔE to the lowest compared entry with this formula, charge and spin (eV) = 5.987
- DFT total energy (Ha) = -685.7989